No. 1
ORCA calculation (wB97M-V/def2-TZVPD) on C32H26I2N3OS4Tl as an isolated structure.

Last column: Mulliken charge in e.
Geometry (Å):
Tl 0.191 -0.763 -0.416  0.39
S 0.589 -3.609 0.088  -0.48
C -0.135 -4.101 -1.443  0.48
C 0.488 -5.151 -2.144  -0.78
C 0.043 -5.603 -3.370  -0.53
C -1.073 -5.026 -3.965  -0.58
C -1.735 -4.021 -3.288  -0.64
C -1.287 -3.558 -2.046  0.52
S -2.272 -2.222 -1.392  -0.16
C -2.604 -2.776 0.300  -0.57
C -2.929 -1.694 1.296  0.85
C -3.954 -1.973 2.188  -1.01
C -4.202 -1.101 3.231  -0.68
C -3.433 0.034 3.328  -1.22
C -2.451 0.289 2.366  0.18
C -1.751 1.626 2.638  -1.72
S 0.923 1.556 1.439  0.08
C -0.837 3.451 -0.550  0.97
C -0.956 4.802 -1.119  -0.83
C -1.087 5.191 -2.385  -0.31
C -1.336 4.311 -3.502  -0.30
C -1.158 2.990 -3.525  -0.83
C -0.447 2.127 -2.573  0.65
S 0.138 0.728 -3.185  -0.20
N -2.197 -0.561 1.373  0.36
H 1.364 -5.594 -1.687  0.39
H 0.569 -6.411 -3.866  0.37
H -1.432 -5.364 -4.929  0.37
H -2.624 -3.574 -3.716  0.38
H -1.697 -3.296 0.630  0.17
H -3.429 -3.485 0.274  0.38
H -4.531 -2.880 2.072  0.36
H -4.978 -1.307 3.956  0.42
H -3.592 0.741 4.133  0.46
H -1.416 1.542 3.674  0.69
H -2.568 2.349 2.683  0.71
H -0.892 5.586 -0.376  0.41
H -1.115 6.257 -2.571  0.38
H -1.714 4.768 -4.409  0.37
H -1.411 2.459 -4.430  0.40
I -0.148 5.815 4.776  0.08
C -0.768 4.545 3.243  -0.75
C -1.937 4.933 2.459  -0.38
C -2.100 4.343 1.277  -2.16
I -3.908 4.711 0.267  0.12
C -1.165 3.304 0.756  0.18
O -0.223 2.434 -1.271  -0.15
C -0.628 2.415 1.896  2.88
C 1.027 0.329 2.858  -0.81
N 2.033 -0.656 2.697  -0.15
C 3.401 -0.207 2.719  -1.12
C 3.889 0.419 1.428  0.98
C 4.959 1.309 1.430  -1.01
C 5.400 1.820 0.224  -0.28
C 4.762 1.424 -0.945  -0.79
C 3.710 0.530 -0.846  -0.20
N 3.278 0.035 0.313  -0.01
C -0.152 3.399 2.994  -0.92
H -2.652 5.636 2.861  0.56
H 0.049 -0.144 2.922  0.33
H 1.223 0.902 3.765  0.60
H 1.849 -1.327 1.961  0.12
H 4.043 -1.062 2.947  0.41
H 3.521 0.506 3.539  0.43
H 5.428 1.595 2.363  0.40
H 6.225 2.520 0.193  0.42
H 5.069 1.800 -1.911  0.41
H 3.185 0.192 -1.734  0.41
H 0.688 3.070 3.590  0.51

The value obtained for the max |F| is 0.41 eV/Å. For the calculated total energy, the calculation gives -104356.2849 eV. The HOMO energy comes out at -0.228 Ha. The frontier orbital gap comes out at 4.77 eV.

***

No. 2
ORCA calculation (wB97M-V/def2-TZVPD) on C32H26N9O8P2SeZr as an isolated structure.

Last column: Mulliken charge in e.
Geometry (Å):
Zr -2.134 1.212 -0.796  0.84
O 0.588 2.867 -2.249  -0.40
P -0.072 1.838 -3.299  0.44
O 0.844 1.279 -4.278  -0.73
O -0.828 0.886 -2.341  -0.47
O -1.220 2.729 -3.997  -0.33
P -2.397 3.530 -3.272  0.30
O -3.533 3.268 -4.326  -0.44
O -2.098 4.922 -2.930  -0.75
O -2.727 2.674 -2.001  0.51
H 1.181 3.490 -2.691  0.31
H -4.412 3.585 -4.068  0.31
C 9.783 -5.088 2.898  -0.85
O 8.562 -5.741 2.579  -0.45
C 7.489 -4.977 2.298  0.90
C 6.315 -5.670 1.992  -0.69
C 5.167 -4.976 1.687  -0.52
C 5.157 -3.578 1.676  0.14
C 6.328 -2.898 1.988  -0.86
C 7.491 -3.584 2.298  -0.40
C 3.958 -2.814 1.343  0.35
N 3.793 -1.524 1.544  -0.84
C 2.546 -1.245 1.064  1.19
C 1.937 -2.373 0.567  0.08
N 2.854 -3.377 0.752  -0.12
C 0.633 -2.365 -0.001  0.26
C -0.016 -3.487 -0.540  -0.60
C -1.267 -3.350 -1.079  -1.19
C -1.873 -2.091 -1.070  -0.62
N -1.288 -1.020 -0.558  1.02
C -0.040 -1.128 -0.037  0.12
C 0.599 0.076 0.465  -0.30
N -0.070 1.254 0.361  1.17
C 0.523 2.364 0.766  -0.35
C 1.800 2.387 1.331  -1.16
C 2.484 1.209 1.461  -0.70
C 1.887 0.022 1.014  0.32
H 10.502 -5.879 3.087  0.24
H 9.677 -4.472 3.793  0.35
H 10.129 -4.474 2.064  0.35
H 6.332 -6.751 2.007  0.44
H 4.266 -5.542 1.477  0.26
H 6.323 -1.817 1.982  0.43
H 8.386 -3.028 2.531  0.41
H 2.788 -4.330 0.440  0.22
H 0.472 -4.453 -0.540  0.48
H -1.789 -4.189 -1.514  0.47
H -2.860 -1.942 -1.487  0.43
H -0.021 3.287 0.626  0.53
H 2.227 3.329 1.644  0.49
H 3.479 1.165 1.885  0.60
N -3.100 -0.328 3.401  0.11
C -2.740 -0.627 2.153  -0.50
N -2.579 0.495 1.480  0.35
C -2.872 1.463 2.393  0.09
N -3.191 1.002 3.576  -0.74
C -2.831 2.867 1.996  0.19
C -3.092 3.910 2.870  -0.61
N -3.049 5.175 2.470  -0.56
C -2.756 5.392 1.194  -0.51
C -2.503 4.359 0.298  -0.71
N -2.535 3.087 0.707  0.76
H -3.308 -0.953 4.164  0.22
H -2.617 -1.629 1.776  0.55
H -3.338 3.709 3.905  0.52
H -2.722 6.419 0.856  0.45
H -2.280 4.562 -0.744  0.47
Se -4.558 0.197 -0.864  -0.27
C -5.398 1.167 -2.301  0.39
C -5.951 2.415 -2.038  -0.16
C -6.605 3.108 -3.049  -0.79
C -6.711 2.555 -4.320  -0.56
C -6.158 1.308 -4.576  -0.44
C -5.503 0.612 -3.569  -0.36
H -5.878 2.842 -1.046  0.37
H -7.046 4.075 -2.837  0.36
H -7.227 3.093 -5.104  0.39
H -6.232 0.875 -5.564  0.38
H -5.074 -0.360 -3.771  0.41

The calculation puts the energy above the lowest of the compared OMol25 structures with the same formula, charge and spin at 0.0 kcal per mole. The value obtained for the max |F| is 0.14 eV/Å. For the calculated total energy, the calculation gives -148610.8894 eV. The net charge is +1. The HOMO energy comes out at -0.378 Ha. The frontier orbital gap comes out at 6.70 eV.

***

No. 3
ORCA calculation (wB97M-V/def2-TZVPD) on C32H26O3PS2Zr as an isolated structure at a distorted geometry.

Last column: Mulliken charge in e.
Geometry (Å):
Zr -1.259 0.013 0.978  1.07
C 0.327 4.038 1.914  -1.94
C -0.723 3.058 1.502  1.45
O -0.332 1.862 1.369  -0.47
C -2.092 3.450 1.346  0.55
C -2.445 4.819 1.408  -0.86
C -3.753 5.205 1.387  -0.95
C -4.758 4.218 1.341  -0.34
C -4.450 2.881 1.286  -0.83
C -3.111 2.480 1.256  0.47
O -2.817 1.201 1.180  -0.46
H 1.278 3.524 2.028  0.35
H 0.052 4.515 2.856  0.49
H 0.430 4.826 1.164  0.42
H -1.669 5.571 1.469  0.40
H -4.017 6.253 1.423  0.44
H -5.800 4.519 1.353  0.40
H -5.212 2.113 1.257  0.51
S -2.795 -1.454 -0.299  -0.37
C -2.465 -2.890 0.710  0.36
C -2.686 -4.146 0.126  -0.43
C -2.501 -5.313 0.841  -0.62
C -2.060 -5.252 2.161  -0.58
C -1.815 -4.026 2.744  -0.78
C -2.021 -2.832 2.042  0.72
S -1.734 -1.330 2.964  -0.47
H -3.035 -4.183 -0.900  0.53
H -2.706 -6.271 0.376  0.40
H -1.910 -6.158 2.735  0.38
H -1.463 -3.972 3.768  0.43
O 0.555 -0.958 0.638  -0.59
P 1.466 -0.699 -0.586  2.62
C 1.375 -2.048 -1.724  0.50
C 0.281 -2.910 -1.630  -0.10
C 0.171 -3.974 -2.514  -0.67
C 1.143 -4.174 -3.483  -0.56
C 2.238 -3.320 -3.571  -0.76
C 2.362 -2.259 -2.692  -0.53
C 3.136 -0.432 -0.081  0.68
C 4.114 0.056 -0.956  -0.54
C 5.422 0.176 -0.521  -0.97
C 5.755 -0.187 0.781  -0.54
C 4.785 -0.665 1.650  -0.76
C 3.470 -0.790 1.223  -0.78
C 0.810 0.824 -1.283  0.49
C -0.534 0.810 -1.690  -0.80
C -1.186 2.000 -1.981  -0.82
C -0.501 3.206 -1.901  -0.69
C 0.838 3.217 -1.540  -0.83
C 1.492 2.034 -1.210  -0.55
H -0.473 -2.768 -0.866  0.25
H -0.674 -4.648 -2.433  0.46
H 1.054 -5.005 -4.173  0.41
H 3.003 -3.487 -4.319  0.43
H 3.232 -1.620 -2.758  0.23
H 3.860 0.351 -1.969  0.47
H 6.183 0.552 -1.193  0.43
H 6.779 -0.095 1.117  0.41
H 5.051 -0.944 2.661  0.45
H 2.708 -1.165 1.895  0.47
H -1.039 -0.130 -1.870  0.96
H -2.223 1.979 -2.289  0.52
H -1.011 4.132 -2.138  0.45
H 1.380 4.155 -1.503  0.46
H 2.519 2.067 -0.876  0.50

The calculation puts the energy above the lowest of the compared OMol25 structures with the same formula, charge and spin at 14.6 kcal per mole. The value obtained for the max |F| is 2.23 eV/Å. For the calculated total energy, the calculation gives -71988.8458 eV. The net charge is +1. The HOMO energy comes out at -0.375 Ha. The frontier orbital gap comes out at 6.66 eV.